# 1
C26H56N4O2P2Pt as an isolated structure, computed with ωB97M-V/def2-TZVPD.

Output
HOMO energy (alpha / beta): -17.81 / -20.77 eV
spin multiplicity: 5
E_tot: -59699.9151 eV
orbital gap (alpha / beta): 5.401 / 3.190 eV
net charge: +4
⟨S²⟩: 6.027
M: 713.79 Da

Last column: Löwdin spin population.
Cartesian coordinates (Å):
H  -1.020  0.976  4.711  0.01
H  -3.076  -3.754  -0.973  0.00
C  1.853  -0.627  4.175  0.04
H  -1.160  -0.085  2.611  0.01
N  0.656  0.572  1.690  0.20
N  0.396  -0.449  4.026  0.54
H  -0.640  4.297  0.709  0.00
H  -1.583  -4.537  0.848  0.00
H  2.844  -0.187  1.386  0.01
C  -3.119  -3.284  0.014  0.00
H  -0.516  -1.186  -2.492  0.03
P  -0.308  2.050  -1.545  0.11
C  1.636  -0.356  -0.884  0.12
H  -0.159  -1.273  2.148  0.01
C  0.082  0.815  4.684  0.04
C  1.504  4.213  -2.266  0.00
H  -2.146  0.436  -3.229  0.00
H  -1.192  -2.288  -3.651  0.01
H  1.568  -2.715  -2.365  0.00
H  -2.519  2.594  -0.994  0.00
H  2.730  2.554  3.538  0.01
H  1.436  3.805  0.479  0.00
H  -1.099  -4.165  -1.870  0.00
H  0.393  0.810  5.754  0.00
H  1.083  4.171  -3.274  0.00
H  1.741  -1.645  1.768  0.00
H  1.855  2.087  0.474  0.00
H  -0.657  3.069  -3.739  0.00
H  -2.078  4.295  -2.793  0.00
C  -2.300  0.135  -0.014  0.10
C  -0.080  -0.352  2.603  0.04
C  1.370  2.887  -1.504  0.01
H  2.237  -1.616  3.943  0.01
H  0.976  -2.868  2.789  0.00
H  1.890  -3.258  -0.106  0.00
O  -3.390  0.409  0.303  0.03
C  -1.440  3.565  0.568  0.00
H  -3.944  -3.747  0.568  0.00
H  2.524  1.750  5.106  0.00
C  -1.148  -2.111  -2.569  0.09
H  -2.086  -1.822  2.199  0.00
C  0.410  1.250  -4.150  0.00
H  1.382  1.748  -4.109  0.00
N  2.560  0.421  3.442  0.55
H  1.381  -4.434  -1.975  0.00
C  1.017  -4.953  0.897  0.01
C  -2.065  1.447  -3.640  0.00
C  -0.668  2.031  -3.386  0.03
H  0.126  1.151  -5.204  0.00
N  0.761  1.883  3.937  0.51
H  1.017  5.030  -1.726  0.00
C  -1.627  3.229  -0.919  0.01
C  2.204  1.710  4.039  0.04
H  2.906  1.284  1.730  0.00
H  -2.782  5.002  -1.336  0.00
C  -1.814  -3.466  0.802  0.02
H  0.669  2.771  2.087  0.01
H  -1.061  5.208  -1.667  0.00
H  -2.364  4.002  0.963  0.00
H  -1.101  -3.140  2.851  0.00
H  1.999  -5.381  1.132  0.00
C  0.303  1.844  2.521  0.03
C  -1.892  4.502  -1.735  0.00
H  0.766  -3.803  -3.509  0.00
H  -2.854  -3.344  2.702  0.00
Pt  -0.352  -0.212  -0.492  1.11
H  3.006  3.284  -0.149  0.00
H  1.978  2.134  -2.023  0.00
H  2.566  4.471  -2.358  0.00
O  2.790  -0.403  -1.062  0.03
H  -0.780  1.930  2.759  0.01
H  -0.541  -1.246  -6.163  0.00
H  -3.357  -2.224  -0.111  0.00
C  -1.967  -2.911  2.226  0.00
C  -0.468  -3.269  -1.814  0.02
C  2.215  0.475  2.003  0.04
H  0.536  0.243  -3.737  0.00
H  -0.548  -1.962  -5.966  0.00
C  1.648  -2.719  1.939  0.00
P  -0.373  -2.632  -0.045  0.10
H  2.129  -0.582  5.255  0.00
H  -2.851  2.053  -3.182  0.00
H  0.629  -5.469  0.012  0.00
H  -1.200  2.677  1.157  0.00
C  0.895  -3.575  -2.444  0.00
H  0.352  -5.175  1.738  0.00
H  -2.262  1.395  -4.717  0.00
H  2.632  -3.114  2.217  0.00
H  -2.157  -1.905  -2.211  0.00
C  1.146  -3.440  0.679  0.01
C  1.944  3.019  -0.086  0.00

# 2
A 7-piece molecular cluster, C26H57B2F7N6O12P overall, computed with ωB97M-V/def2-TZVPD.

Output
HOMO energy: -4.76 eV
E_tot: -91065.4662 eV
orbital gap: 6.576 eV
net charge: -1
M: 831.36 Da

Last column: Mulliken charge in e.
Cartesian coordinates (Å):
C  -4.724  0.716  -2.510  0.14
O  -5.402  2.571  -0.956  -0.62
H  -4.639  9.853  -5.023  0.33
H  2.234  -5.856  4.132  0.28
H  3.981  -2.014  -2.862  0.38
C  0.827  -1.809  -1.850  0.04
H  -3.471  2.598  -1.887  -0.39
H  -6.579  1.872  -2.526  0.40
C  -3.254  3.785  0.329  0.38
H  -5.262  2.857  -3.083  0.18
H  3.221  6.428  2.304  0.32
H  -5.746  7.264  -3.394  0.29
C  -4.018  9.051  -5.431  -0.93
O  5.443  -3.973  -0.639  -0.50
H  -0.640  0.693  -2.856  0.28
C  3.199  -2.138  -2.116  -0.64
N  1.915  -1.717  -2.649  0.17
H  -6.197  1.196  1.530  0.27
C  5.794  -7.527  -0.954  -0.93
C  -4.976  6.858  -5.959  0.10
H  1.959  -9.089  4.379  0.32
C  2.697  3.711  3.818  0.08
F  -0.828  5.683  -1.780  -0.32
C  1.426  4.361  1.865  -1.03
N  5.183  -6.229  -0.763  0.19
H  -3.986  9.144  -6.517  0.31
H  -4.333  8.284  -3.024  0.37
F  -0.820  3.649  0.305  -0.23
H  2.238  -2.955  0.809  0.15
C  -2.366  -0.044  1.579  0.75
H  3.287  -5.543  -1.312  0.24
H  3.344  4.075  4.635  0.25
F  -3.135  3.620  1.706  -0.34
H  -3.528  1.636  -4.083  0.16
C  -1.881  4.374  -0.129  0.88
C  2.078  -3.270  1.847  0.32
N  2.830  -7.457  5.334  0.18
C  -4.697  7.456  -3.629  -0.68
H  3.139  -3.185  -1.819  0.07
H  -4.178  0.066  -4.615  0.36
H  6.867  -7.429  -1.116  0.29
F  -1.750  5.597  0.513  -0.38
H  -2.527  -2.230  1.791  0.31
H  -0.866  -1.591  2.028  0.21
H  -0.102  -1.468  -2.331  0.43
H  -2.164  -1.005  -1.618  0.25
C  -1.751  4.699  -1.655  0.35
O  -3.796  0.008  1.585  -0.51
H  6.979  -5.252  -0.974  0.24
H  3.980  -0.927  2.768  0.35
H  2.584  -9.428  6.008  0.31
H  -4.835  7.200  -7.000  0.24
C  2.768  -8.881  5.083  -0.92
C  2.672  -6.940  6.575  0.09
F  -1.302  3.671  -2.385  -0.18
B  -2.359  -0.061  -3.309  0.63
O  0.844  -2.227  -0.704  -0.56
O  -5.447  5.772  -5.702  -0.55
O  1.618  -4.367  2.125  -0.65
H  -2.139  -1.343  3.336  0.36
H  -4.123  6.560  -3.406  0.12
H  -2.323  1.839  -0.443  -0.16
H  2.867  -3.497  4.430  0.23
H  -5.533  -0.015  -2.732  0.43
N  2.439  -2.331  2.751  0.27
C  -1.939  -1.398  2.241  -1.25
H  2.475  -0.335  -4.106  0.31
H  3.174  -7.111  3.293  0.39
H  -2.025  -0.111  0.516  -0.44
P  -3.745  2.123  -0.552  0.92
H  1.182  5.253  1.292  0.42
C  3.068  -6.552  4.220  -0.94
F  -2.880  5.138  -2.206  -0.29
N  2.287  4.697  2.988  0.20
H  3.979  -5.981  4.411  0.29
F  -4.286  4.678  0.159  -0.31
C  1.836  -1.217  -4.007  -0.95
H  3.037  -0.981  1.262  0.02
O  2.407  2.537  3.708  -0.57
H  -1.870  0.829  2.049  0.23
O  -3.960  0.549  -1.324  -0.75
H  -3.004  9.142  -5.036  0.32
H  0.812  -0.943  -4.258  0.32
H  2.496  -7.711  7.344  0.24
H  0.511  3.904  2.236  0.33
C  3.748  -6.148  -0.530  -0.89
C  -5.512  2.095  -2.302  -0.76
H  3.309  -7.144  -0.534  0.37
C  5.904  -5.084  -0.793  0.07
H  5.345  -8.014  -1.823  0.33
H  3.560  -5.669  0.432  0.24
H  2.332  -0.248  2.720  0.48
O  -5.447  1.760  1.768  -0.68
H  1.785  6.689  3.326  0.32
C  2.279  -2.615  4.167  -0.93
B  -4.328  1.203  1.055  1.03
O  -1.145  0.602  -3.677  -0.59
H  3.716  -9.214  4.654  0.31
H  1.939  3.641  1.223  0.27
H  2.180  -1.991  -4.698  0.35
H  2.610  -1.766  4.761  0.36
H  1.229  -2.824  4.379  0.29
H  3.319  6.175  4.060  0.31
N  -4.572  7.771  -5.044  0.17
H  5.623  -8.142  -0.067  0.31
H  3.437  -1.541  -1.233  0.17
O  2.714  -5.758  6.850  -0.56
C  -3.745  0.595  -3.730  -0.71
C  2.978  -1.047  2.348  -0.81
O  -2.228  -1.261  -2.551  -0.79
C  2.678  6.076  3.184  -0.93